The following is a DFT calculation (wB97M-V/def2-TZVPD) of 2 unconnected molecules or ions with the total composition C3H7ClO.

Structure (XYZ):
```
12
Properties=species:S:1:pos:R:3:mulliken_charge:R:1
C -0.32 1.33 -0.17 -1.392
C -0.38 -0.08 0.27 0.359
C 0.85 -0.90 -0.13 -0.606
H 0.55 1.77 0.19 0.411
H -0.09 1.28 -1.32 0.281
H -1.07 2.08 0.14 0.317
H -0.52 -0.10 1.35 0.299
H -1.68 -1.26 0.87 0.433
H 1.00 -1.75 0.51 0.357
H 0.62 -1.43 -1.22 0.298
O -1.45 -0.83 -0.39 -0.544
Cl 2.48 -0.10 -0.09 -0.212
```

For the energy above the lowest of the compared OMol25 structures with the same formula, charge and spin, the calculation gives 62.5 kcal/mol. The value obtained for the calculated total energy is -653.8190 Eh. The calculation puts the HOMO energy at -10.408 eV. For the largest force on an atom, the calculation gives 7.50 eV/A. The molar mass comes out at 94.54 g/mol. As for the LUMO energy: -0.144 eV.